# 1
Entry from the Open Molecules 2025 dataset: C26H37AsBrO7Ru as an isolated structure (wB97M-V/def2-TZVPD).

```
! RIJCOSX wB97M-V def2-TZVPD def2/J DEFGRID3
* xyz 2 6
Ru -0.401 1.142 -0.230
C -2.769 -0.628 0.696
C -2.006 -0.513 1.971
O -1.291 0.728 1.919
C -0.347 0.895 2.990
C 0.491 2.082 2.635
O 1.122 1.906 1.351
C 2.330 1.121 1.361
C 2.656 0.825 -0.064
O 1.688 -0.164 -0.492
C 1.858 -0.599 -1.849
C 1.036 0.223 -2.798
O -0.340 0.282 -2.358
C -1.133 -0.894 -2.583
C -2.312 -0.775 -1.677
O -1.786 -0.848 -0.338
H -3.467 -1.466 0.740
H -3.328 0.287 0.483
H -2.681 -0.541 2.829
H -1.287 -1.335 2.059
H -0.873 1.086 3.928
H 0.236 -0.023 3.105
H -0.133 2.967 2.534
H 1.242 2.265 3.405
H 3.139 1.681 1.833
H 2.162 0.195 1.917
H 2.540 1.730 -0.666
H 3.671 0.443 -0.173
H 2.907 -0.541 -2.148
H 1.567 -1.650 -1.872
H 1.364 1.258 -2.825
H 1.092 -0.187 -3.808
H -1.455 -0.943 -3.624
H -0.552 -1.790 -2.347
H -2.817 0.185 -1.819
H -3.032 -1.574 -1.861
Br 0.017 9.647 -1.639
C -0.117 7.798 -1.397
C -0.251 7.288 -0.115
C -0.362 5.917 0.061
C -0.308 5.068 -1.037
C -0.165 5.592 -2.317
C -0.083 6.962 -2.502
C -0.384 3.615 -0.859
O 0.443 2.824 -1.406
O -1.285 3.073 -0.111
H -0.278 7.958 0.733
H -0.493 5.513 1.058
H -0.123 4.931 -3.174
H 0.009 7.380 -3.494
C 0.342 -4.547 -1.639
As 0.475 -3.670 0.087
C 2.275 -4.176 0.561
C -0.705 -4.769 1.358
C -0.533 -6.159 0.950
C 0.541 -6.924 1.460
C 0.703 -8.237 1.079
C -0.190 -8.809 0.170
C -1.257 -8.067 -0.348
C -1.423 -6.755 0.030
H 0.684 -5.579 -1.572
H 0.993 -4.003 -2.325
H -0.681 -4.519 -2.008
H 2.451 -5.228 0.339
H 2.456 -3.973 1.615
H 2.952 -3.567 -0.037
H -1.708 -4.369 1.246
H -0.301 -4.522 2.337
H 1.220 -6.475 2.176
H 1.512 -8.830 1.485
H -0.061 -9.842 -0.129
H -1.948 -8.532 -1.038
H -2.254 -6.176 -0.357
*
```

Computed properties:
LUMO energy (spin up / spin down) (eV): -4.7 / -8.7
Expectation value of S²: 8.756
Gap between HOMO and LUMO (spin up / spin down) (Eh): 0.274 / 0.126

# 2
Entry from the Open Molecules 2025 dataset: C26H37ClNO4PtSSb as an isolated structure (wB97M-V/def2-TZVPD).

```
! RIJCOSX wB97M-V def2-TZVPD def2/J DEFGRID3
* xyz 2 5
Pt 1.486 1.249 -1.484
C -5.167 -1.492 -2.615
C -4.063 -1.718 -1.566
C -4.033 -0.524 -0.612
C -4.389 -2.985 -0.739
C -2.748 -1.964 -2.256
C -2.647 -2.984 -3.235
C -1.485 -3.227 -3.926
C -0.358 -2.453 -3.645
S 1.225 -2.500 -4.325
C 1.706 -1.197 -3.243
N 0.742 -0.782 -2.464
C -0.431 -1.445 -2.647
C -1.613 -1.217 -1.961
C 3.013 -0.600 -3.197
C 4.099 -1.095 -3.924
C 5.320 -0.450 -3.876
C 5.473 0.694 -3.095
C 4.408 1.183 -2.350
C 3.166 0.555 -2.371
H -6.110 -1.286 -2.117
H -5.315 -2.354 -3.259
H -4.914 -0.638 -3.240
H -5.025 -0.376 -0.195
H -3.750 0.393 -1.121
H -3.351 -0.700 0.217
H -5.344 -2.844 -0.239
H -3.618 -3.143 0.013
H -4.449 -3.874 -1.360
H -3.510 -3.589 -3.458
H -1.431 -4.002 -4.672
H -1.627 -0.419 -1.240
H 3.975 -1.987 -4.517
H 6.153 -0.831 -4.449
H 6.419 1.212 -3.066
H 4.544 2.080 -1.761
O -1.639 3.661 -0.911
Cl -0.512 2.887 -1.089
O -0.111 2.742 -2.439
O 0.605 3.383 -0.333
O -0.762 1.543 -0.585
C 0.810 2.529 4.849
C 1.329 3.038 3.536
C 2.810 3.291 3.481
Sb 0.878 1.529 1.829
C -1.240 0.760 2.253
C -1.219 -0.340 3.287
C -2.152 1.925 2.556
C 2.500 -0.111 2.088
C 2.552 -0.591 3.513
C 2.211 -1.189 1.069
H 0.978 3.295 5.610
H 1.325 1.631 5.179
H -0.261 2.348 4.813
H 0.767 3.905 3.188
H 3.385 2.430 3.817
H 3.053 4.119 4.150
H 3.129 3.572 2.477
H -1.466 0.367 1.261
H -0.853 -0.006 4.257
H -0.626 -1.191 2.953
H -2.244 -0.689 3.430
H -1.986 2.359 3.541
H -3.184 1.573 2.527
H -2.063 2.708 1.801
H 3.409 0.433 1.820
H 1.628 -1.069 3.822
H 2.790 0.209 4.210
H 3.349 -1.332 3.603
H 1.291 -1.725 1.293
H 3.025 -1.913 1.080
H 2.143 -0.767 0.052
*
```

Computed properties:
LUMO energy (spin up / spin down) (eV): -6.6 / -9.8
Expectation value of S²: 6.039
Gap between HOMO and LUMO (spin up / spin down) (Eh): 0.259 / 0.170

# 3
Entry from the Open Molecules 2025 dataset: C26H37F9N4OPbSe2 as an isolated structure (wB97M-V/def2-TZVPD).

```
! RIJCOSX wB97M-V def2-TZVPD def2/J DEFGRID3
* xyz 2 1
Pb 0.106 0.128 0.346
C -2.546 4.212 1.953
C -1.420 3.150 1.659
N -1.580 2.494 0.355
C -1.380 3.571 -0.721
C -0.167 4.408 -0.539
C -2.860 1.800 0.220
C -3.108 0.758 1.359
N -1.942 -0.083 1.724
C -2.080 -0.859 2.822
C -0.918 -1.358 3.493
F 0.302 -1.167 2.854
C -0.904 -2.045 4.683
F 0.298 -2.327 5.292
C -2.103 -2.425 5.268
C -3.255 -1.913 4.705
F -4.384 -2.144 5.377
C -3.279 -1.324 3.433
F -4.496 -0.854 2.958
H -2.597 4.450 3.069
H -3.565 3.822 1.786
H -2.314 5.166 1.514
H -1.505 2.325 2.352
H -0.467 3.675 1.729
H -2.316 4.159 -0.837
H -1.229 3.015 -1.643
H -0.284 5.329 0.043
H 0.182 4.674 -1.527
H 0.613 3.844 -0.020
H -2.835 1.206 -0.744
H -3.712 2.552 0.173
H -3.935 0.091 1.066
H -3.419 1.305 2.300
H -2.178 -3.058 6.125
C -1.377 -0.453 -5.072
Se -0.515 1.145 -4.216
C 1.203 1.173 -5.208
C 2.423 0.808 -4.421
Se 2.714 2.231 -3.068
C 4.625 2.614 -3.613
H -0.723 -1.355 -4.893
H -1.696 -0.289 -6.100
H -2.324 -0.646 -4.539
H 1.251 2.133 -5.775
H 1.098 0.345 -5.973
H 3.249 0.688 -5.095
H 2.237 -0.169 -3.927
H 4.570 3.327 -4.437
H 5.147 1.694 -4.003
H 5.162 3.048 -2.732
N 2.016 1.106 1.901
C 3.390 0.846 1.333
C 3.861 -0.584 1.637
C 4.436 -1.411 0.446
C 3.316 -2.097 -0.380
N 2.326 -1.200 -0.970
H 1.864 2.114 1.920
H 1.838 0.719 2.822
H 4.035 1.646 1.729
H 3.403 1.059 0.223
H 3.039 -1.171 2.119
H 4.640 -0.535 2.437
H 5.027 -2.271 0.723
H 5.089 -0.794 -0.193
H 2.763 -2.806 0.253
H 3.771 -2.696 -1.167
H 1.771 -1.716 -1.647
H 2.823 -0.446 -1.499
F -2.995 -6.796 -0.266
C -2.497 -5.567 -0.120
C -1.554 -5.353 0.898
F -1.238 -6.310 1.817
C -0.836 -4.166 0.924
F 0.104 -3.967 1.891
C -0.928 -3.189 -0.172
O -0.088 -2.254 -0.484
C -2.065 -3.437 -1.030
F -2.490 -2.385 -1.760
C -2.810 -4.546 -0.993
F -3.777 -4.667 -1.945
*
```

Computed properties:
LUMO energy (spin up / spin down) (eV): -8.7 / -8.4
Gap between HOMO and LUMO (spin up / spin down) (Eh): 0.152 / 0.162

# 4
Entry from the Open Molecules 2025 dataset: C26H37HfN10S2Se as an isolated structure (wB97M-V/def2-TZVPD).

```
! RIJCOSX wB97M-V def2-TZVPD def2/J DEFGRID3
* xyz 3 1
Hf -0.075 0.300 -0.360
C 4.889 -0.358 0.308
N 4.167 -0.557 -0.944
C 4.843 -1.344 -1.993
C 3.838 -1.352 -3.147
N 2.675 -0.678 -2.560
C 1.536 -0.314 -3.373
C 2.945 -0.197 -1.345
N 2.015 0.548 -0.697
C 2.356 1.304 0.544
C 1.817 0.663 1.825
N 0.337 0.510 1.733
C -0.348 0.096 2.833
N -1.677 -0.045 2.772
C -2.477 0.146 1.596
C -2.227 -0.593 4.016
C -1.017 -0.531 4.948
N 0.115 -0.234 4.041
C 1.404 0.038 4.682
H 5.709 -1.073 0.313
H 4.269 -0.573 1.174
H 5.324 0.639 0.378
H 5.049 -2.344 -1.609
H 5.788 -0.874 -2.262
H 3.578 -2.358 -3.473
H 4.186 -0.786 -4.012
H 1.815 -0.392 -4.423
H 1.243 0.724 -3.191
H 0.680 -0.976 -3.214
H 1.940 2.311 0.444
H 3.426 1.454 0.645
H 2.092 1.312 2.655
H 2.279 -0.316 1.975
H -2.108 1.012 1.024
H -3.492 0.425 1.877
H -2.532 -0.748 0.963
H -2.578 -1.613 3.856
H -3.061 0.018 4.358
H -0.834 -1.474 5.459
H -1.099 0.261 5.693
H 1.341 -0.378 5.685
H 1.594 1.106 4.773
H 2.222 -0.465 4.176
N -0.601 6.209 2.415
C -0.662 5.569 1.466
C -0.696 4.750 0.285
C -0.879 5.274 -0.993
C -0.905 4.402 -2.069
C -0.748 3.049 -1.845
N -0.551 2.536 -0.610
C -0.531 3.384 0.434
H -1.007 6.339 -1.133
H -1.061 4.760 -3.076
H -0.807 2.333 -2.657
H -0.379 2.957 1.417
S 0.542 -2.244 0.237
C 0.001 -3.630 -0.643
N 0.275 -4.820 -0.168
C -0.056 -5.992 -0.993
C -0.990 -5.484 -2.097
S -0.831 -3.664 -2.138
H 0.781 -4.913 0.703
H -0.543 -6.740 -0.372
H 0.867 -6.412 -1.392
H -2.032 -5.725 -1.900
H -0.713 -5.875 -3.072
Se -1.916 -0.335 -1.960
C -3.589 0.560 -1.838
C -3.789 1.692 -1.054
C -5.050 2.271 -1.048
N -6.076 1.803 -1.749
C -5.865 0.729 -2.500
C -4.645 0.063 -2.585
H -2.992 2.141 -0.476
H -5.242 3.154 -0.450
H -6.714 0.370 -3.069
H -4.542 -0.807 -3.217
*
```

Computed properties:
LUMO energy (eV): -8.8
Gap between HOMO and LUMO (Eh): 0.272

Sequential F_max output: 0.038; 0.050; 0.070; 0.016 hartree/bohr